Record 1
{
  "formula": "C4H12N2S",
  "method": "ωB97M-V with the def2-TZVPD basis set",
  "species": ["C", "N", "C", "C", "S", "C", "N", "H", "H", "H", "H", "H", "H", "H", "H", "H", "H", "H", "H"],
  "coordinates": [[-2.3186, 0.6437, -0.3961], [-0.9656, 0.7789, -0.9122], [0.0921, 0.4253, 0.0603], [1.3894, 0.6704, -0.7098], [2.9878, 0.4393, 0.1801], [-0.1500, -1.0245, 0.4865], [0.9822, -1.7111, 1.1363], [-2.6620, -0.3838, -0.5461], [-2.9835, 1.3484, -0.8880], [-2.4082, 0.8601, 0.6795], [-0.8161, 1.7519, -1.1553], [0.0761, 1.1408, 0.8820], [1.4338, 1.7176, -0.9837], [1.3886, 0.0668, -1.6088], [3.3108, -0.7051, -0.4288], [-1.0086, -0.9907, 1.1564], [-0.4245, -1.5559, -0.4229], [1.4834, -1.0511, 1.7227], [0.5928, -2.4210, 1.7478]],
  "nbo_charge": [-0.4182, -0.6179, -0.0682, -0.4984, -0.0693, -0.2307, -0.8408, 0.1930, 0.2040, 0.1643, 0.3515, 0.1663, 0.2103, 0.2317, 0.1387, 0.1731, 0.1917, 0.3642, 0.3547],
  "e_homo_ev": -8.7392,
  "smiles": "CN[C@@H](CN)CS"
}

=====

Record 2
{
  "formula": "C4H5N3",
  "method": "ωB97M-V with the def2-TZVPD basis set",
  "species": ["N", "C", "C", "N", "C", "N", "C", "H", "H", "H", "H", "H"],
  "coordinates": [[-1.4320, 0.0578, -0.9668], [-0.2604, 0.2916, -0.1492], [-0.5591, 1.5749, 0.6012], [0.9846, 0.5730, -0.8761], [1.8201, -0.2769, -0.4172], [1.3559, -1.2321, 0.5395], [0.1197, -0.9185, 0.6721], [-1.9310, 0.9294, -1.1248], [-2.0514, -0.6415, -0.5765], [-0.3611, 1.4205, 1.6861], [2.8644, -0.3122, -0.7219], [-0.5496, -1.4659, 1.3336]],
  "nbo_charge": [-0.7756, -0.0572, 0.0549, -0.3907, 0.2331, -0.4424, 0.1220, 0.3929, 0.3729, 0.0925, 0.1978, 0.1999],
  "e_homo_ev": [-9.4277, -9.4146]
}

=====

Record 3
{
  "formula": "C3H9O3",
  "method": "ωB97M-V with the def2-TZVPD basis set",
  "species": ["C", "O", "C", "C", "O", "H", "H", "H", "H", "H", "H", "H", "H", "H", "O"],
  "coordinates": [[0.6316, -0.7288, -0.1696], [1.4417, -0.5531, 0.9106], [-0.8532, -0.6155, 0.1479], [-1.4924, 0.7286, -0.2875], [-2.9062, 0.6747, 0.0905], [0.9533, 0.0169, -0.8843], [0.7420, -1.6508, -0.6954], [-0.9053, -0.7027, 1.1636], [-1.4503, -1.5031, -0.0622], [-0.9893, 1.5628, 0.3495], [-1.4979, 0.8195, -1.3753], [-2.8164, 0.8183, 0.9834], [3.1322, 0.8343, -0.7400], [2.5048, -0.0808, 0.5464], [3.5055, 0.3798, 0.0224]],
  "nbo_charge": [-0.0395, -0.8606, -0.4605, -0.0662, -0.7403, 0.1168, 0.1103, 0.2025, 0.1829, 0.1714, 0.1719, 0.4481, 0.4139, 0.4897, -1.1405],
  "e_homo_ev": -3.7277,
  "total_charge": -1
}

=====

We obtain F_max values of 1.01, 0.52, 3.40 eV Å⁻¹ for the records listed above, in that order.
We obtain relative energy (zero: lowest compared OMol25 entry of this formula, charge and spin) values of 13.4, 130.8, 25.1 kcal per mole for the records listed above, in that order.
We obtain DFT total energy values of -18157.43636, -8694.14012, -9398.63683 eV for the records listed above, in that order.